Below is a 7-piece molecular cluster, C21H50F6N6O5P overall at a distorted geometry, with properties calculated with wB97M-V/def2-TZVPD.

Cartesian coordinates (Å):
P -1.84933 -0.12868 -0.90618
F -2.05101 1.18736 0.05773
F -2.60924 0.67218 -2.11970
F -0.46097 0.40096 -1.36922
F -1.62624 -1.45230 -1.84845
F -1.02928 -0.77347 0.27010
F -3.27990 -0.74024 -0.38573
C 1.60176 -5.04163 3.04872
C 2.57669 -5.57377 1.91081
N 2.66508 -4.62023 0.78593
C 3.91149 -4.60479 -0.01538
C 5.11275 -4.26005 0.88891
C 1.45808 -4.87982 -0.11760
C 1.07391 -3.62428 -1.08464
H 0.61792 -4.73549 2.69315
H 1.95497 -4.09365 3.45453
H 1.41724 -5.76451 3.84338
H 3.57405 -5.75083 2.31332
H 2.39831 -6.61664 1.64867
H 4.14438 -5.62402 -0.32366
H 3.71624 -3.97446 -0.88293
H 5.52501 -5.09485 1.45570
H 5.90160 -3.97216 0.19397
H 4.88404 -3.37786 1.48686
H 0.57213 -5.13345 0.46451
H 1.57296 -5.74645 -0.76865
H 1.81398 -3.50824 -1.87643
H 0.85969 -2.71846 -0.51747
H 0.15057 -3.99052 -1.53343
C 1.59117 1.54278 1.34017
O 1.86963 2.78091 1.26534
N 2.10217 0.61172 2.22152
C 1.58422 -0.74923 2.11074
C 3.23645 0.76307 3.11397
H 0.82673 1.07203 0.70282
H 0.95203 -1.02522 2.95471
H 2.23922 -1.60113 1.92813
H 0.90977 -1.02282 1.29935
H 3.22026 0.06800 3.95345
H 4.13483 0.75252 2.49680
H 3.15580 1.74779 3.57432
C 0.51192 2.68239 5.17424
O 1.00948 3.52407 5.90877
N -0.65589 2.78280 4.50296
C -1.53575 3.94720 4.65988
C -1.19092 1.75799 3.65802
H 0.99091 1.69805 5.05657
H -2.29175 3.84104 5.43789
H -2.10783 4.02660 3.73548
H -1.00210 4.87240 4.87740
H -1.68431 2.11210 2.75288
H -0.27061 1.20610 3.46687
H -1.83342 1.28618 4.40146
C -4.64621 3.09978 -0.53745
O -4.74695 4.04780 -1.26663
N -5.04260 3.06216 0.72184
C -4.99007 1.87774 1.49933
C -5.60751 4.24450 1.42237
H -4.10207 2.16782 -0.75552
H -4.55079 2.01401 2.48752
H -4.35054 1.16627 0.97690
H -5.97010 1.41338 1.60893
H -5.90098 5.05120 0.75064
H -6.54564 3.96798 1.90357
H -4.81889 4.46760 2.14099
C -0.48488 -0.54330 -4.71023
O -1.09505 0.52934 -4.92725
N -0.09856 -1.42845 -5.65215
C 0.00390 -2.84696 -5.28928
C -0.15034 -1.24386 -7.12103
H -0.37453 -0.92428 -3.68315
H -0.19289 -3.13702 -4.25718
H 1.00651 -3.25732 -5.40965
H -0.65629 -3.43024 -5.93119
H 0.75696 -1.63531 -7.58112
H -1.01583 -1.73218 -7.56890
H -0.15724 -0.18703 -7.38778
C -1.24632 3.71210 -3.03538
O -2.18313 4.48178 -3.17076
N 0.08188 4.01908 -2.84608
C 1.11647 3.00172 -3.01507
C 0.58526 5.30430 -2.25666
H -1.39263 2.62236 -3.09256
H 1.30323 2.59875 -2.01967
H 2.01545 3.55535 -3.28609
H 0.89752 2.11706 -3.61301
H -0.22403 5.94938 -1.91458
H 1.26818 5.05483 -1.44457
H 1.14977 5.70268 -3.09971

For the frontier orbital gap, the calculation gives 8.14 eV. The HOMO energy comes out at -5.774 eV. As for the total energy: -2475.65188 Ha. For the LUMO energy, the calculation gives 0.08698 hartree. The calculation puts the energy above the lowest of the compared OMol25 structures with the same formula, charge and spin at 36.77 kcal/mol. As for the charge: -1.

---

Below is a 5-piece molecular cluster, C21H51O6S overall at a distorted geometry, with properties calculated with wB97M-V/def2-TZVPD.

Cartesian coordinates (Å):
C 0.89408 4.23989 2.97761
C 0.13228 4.78213 1.79983
O 0.20976 4.31251 0.68573
O -0.68644 5.84964 2.06601
C -2.07672 5.52154 2.01165
C -2.53183 4.57406 3.12749
C -3.06352 3.20059 2.67188
S -2.32218 2.44350 1.19789
H 1.77225 3.69753 2.63467
H 1.18593 5.05452 3.64084
H 0.25985 3.56975 3.56673
H -2.30003 5.12565 1.01530
H -2.59521 6.47521 2.08615
H -3.34318 5.05447 3.67860
H -1.73583 4.43840 3.85885
H -2.90328 2.44757 3.44482
H -4.13372 3.22013 2.45986
H -2.91753 2.96654 0.11530
H -1.01852 2.78877 1.12655
C -2.46875 -0.73188 -3.16934
C -2.48152 0.60836 -2.45976
O -1.40559 0.78844 -1.54429
C -0.09354 0.71743 -2.10048
C 0.18671 1.76282 -3.16272
H -2.48125 -1.55000 -2.44793
H -3.34509 -0.81838 -3.81148
H -1.58619 -0.85305 -3.79696
H -3.38705 0.68895 -1.85304
H -2.50929 1.42879 -3.18452
H 0.09745 -0.28907 -2.48195
H 0.57981 0.86310 -1.25396
H -0.45664 1.64613 -4.03507
H 1.21925 1.67603 -3.50039
H 0.03712 2.76900 -2.76597
C 3.20268 3.03016 -0.30293
C 3.35020 4.54218 -0.24035
O 4.60820 4.98209 0.22770
C 5.73655 4.58849 -0.53913
C 5.71019 5.07552 -1.97666
H 3.39087 2.58425 0.67654
H 2.19203 2.77010 -0.62152
H 3.90109 2.58009 -1.00876
H 2.63063 4.95205 0.46616
H 3.11775 4.98693 -1.21473
H 5.86368 3.50059 -0.50399
H 6.59131 5.02093 -0.02032
H 4.87443 4.65715 -2.53950
H 6.62942 4.78130 -2.48331
H 5.62797 6.16243 -2.01065
C -1.48871 -0.99849 1.41501
C -1.79343 -2.43843 1.03171
O -0.67239 -3.15028 0.55699
C 0.41562 -3.29239 1.45914
C 0.06249 -4.02050 2.74296
H -1.06046 -0.46475 0.56563
H -2.41398 -0.50282 1.71700
H -0.78698 -0.93938 2.25048
H -2.50622 -2.44719 0.20544
H -2.27063 -2.96650 1.86489
H 0.86384 -2.31528 1.67608
H 1.16359 -3.86420 0.91058
H -0.67846 -3.48058 3.33499
H 0.95463 -4.14023 3.35773
H -0.33901 -5.01005 2.52062
C -1.94478 -6.18913 -0.47242
C -0.45792 -6.28217 -0.76677
O 0.16189 -7.44178 -0.24224
C -0.33224 -8.68425 -0.71287
C -0.20887 -8.87428 -2.21447
H -2.12212 -6.22937 0.60389
H -2.34331 -5.24921 -0.85600
H -2.50647 -7.00275 -0.93348
H 0.05209 -5.44501 -0.29473
H -0.27204 -6.19710 -1.84398
H -1.36992 -8.83188 -0.39239
H 0.26508 -9.43673 -0.19830
H -0.80214 -8.14798 -2.77159
H -0.55832 -9.86918 -2.49178
H 0.83060 -8.77141 -2.52851

For the frontier orbital gap, the calculation gives 7.46 eV. The HOMO energy comes out at -10.900 eV. As for the total energy: -1679.98211 Ha. For the LUMO energy, the calculation gives -0.12640 hartree. The calculation puts the energy above the lowest of the compared OMol25 structures with the same formula, charge and spin at 66.86 kcal/mol. As for the charge: +1.

---

Below is a 3-piece molecular cluster, C21H52INO16P5 overall at a distorted geometry, with properties calculated with wB97M-V/def2-TZVPD.

Cartesian coordinates (Å):
C 7.40864 3.25261 2.41655
O 6.53561 2.68818 1.45692
C 5.76614 1.64325 2.04588
C 5.06104 0.75981 0.99055
C 4.44517 -0.46278 1.74532
C 3.24121 -1.12906 1.01305
P 1.68736 -0.02228 0.89577
P 0.74206 -1.67602 -0.32660
N 1.32880 -1.74186 -1.78479
O 0.93948 -3.17838 0.42844
O -0.91296 -1.36911 -0.30807
O 0.31381 0.93694 0.28695
C 0.68018 2.24312 0.63734
C -0.29709 3.39051 0.26180
C 0.16862 3.97760 -1.09231
O -0.00069 3.44271 -2.10826
O 0.77974 5.23629 -1.05333
C 1.10632 2.07882 2.16030
P 1.27590 3.60570 3.20793
O -0.33816 3.99014 3.48580
I 2.18584 2.87720 5.37022
O 2.16052 1.15137 2.12096
H 7.99122 4.06893 1.95883
H 8.10459 2.48860 2.83162
H 6.81028 3.62393 3.28098
H 6.48501 0.99126 2.60611
H 5.03698 2.02565 2.79599
H 4.20717 1.36100 0.62819
H 5.72250 0.47213 0.15900
H 4.24670 -0.22659 2.80867
H 5.25778 -1.22978 1.77331
H 3.58372 -1.34710 -0.02093
H 3.04793 -2.11324 1.48489
H 2.38632 0.59678 -0.19273
H 0.96292 -0.64459 1.99101
H 1.72039 -2.67745 -1.92091
H 0.62124 -3.06431 1.34237
H -1.20005 -1.50271 0.61179
H 1.65396 2.58221 0.19359
H -1.34914 3.06916 0.18624
H -0.25338 4.23118 0.98204
H 1.73643 5.10005 -0.95045
H 0.20426 1.54261 2.57861
H -0.85809 3.17542 3.34490
O -6.22099 7.93664 0.21280
P -6.00794 6.49318 -0.14604
O -7.17455 5.76477 0.75044
C -8.53377 5.91660 0.35371
C -8.88690 4.97440 -0.78395
O -4.70580 6.19432 0.82285
C -3.78901 7.23732 1.15790
C -4.05048 7.73656 2.56360
O -5.69435 5.06567 -0.93817
C -4.60984 5.05589 -1.89542
C -3.36567 4.43808 -1.29017
H -8.73285 6.95629 0.07474
H -9.14637 5.68465 1.22603
H -8.34865 5.24480 -1.69534
H -9.95750 5.00882 -0.99560
H -8.60615 3.95016 -0.53649
H -3.83237 8.04961 0.43135
H -2.78200 6.81482 1.10599
H -5.07844 8.08205 2.67958
H -3.37527 8.55648 2.81640
H -3.90440 6.92939 3.28391
H -4.40835 6.06504 -2.26414
H -4.94135 4.45233 -2.74108
H -2.84563 5.15243 -0.65207
H -2.66849 4.13187 -2.07199
H -3.61561 3.57466 -0.67278
O 1.38617 -8.58254 0.02842
P 1.35088 -7.89051 -1.30488
O -0.23059 -7.50066 -1.43099
C -0.73658 -6.44836 -0.60250
C -0.39487 -5.08510 -1.17214
O 1.37263 -9.23938 -2.26696
C 2.00516 -10.43596 -1.82188
C 0.96895 -11.43576 -1.35102
O 1.70891 -6.97864 -2.65029
C 3.07119 -6.98249 -3.12258
C 3.22383 -7.91577 -4.30963
H -0.35104 -6.55190 0.41686
H -1.81999 -6.57118 -0.56051
H 0.67825 -4.90836 -1.14046
H -0.88468 -4.29777 -0.60555
H -0.70223 -5.01716 -2.21738
H 2.74080 -10.22830 -1.04363
H 2.54954 -10.85380 -2.67426
H 0.34381 -11.01915 -0.56100
H 1.44657 -12.34419 -0.97693
H 0.30278 -11.70466 -2.17343
H 3.76122 -7.25128 -2.31867
H 3.30086 -5.96192 -3.43060
H 3.29430 -8.95389 -3.98656
H 4.13491 -7.68373 -4.86494
H 2.36571 -7.84230 -4.97813

For the frontier orbital gap, the calculation gives 5.87 eV. The HOMO energy comes out at -4.935 eV. As for the total energy: -4094.50360 Ha. For the LUMO energy, the calculation gives 0.03432 hartree. As for the charge: -1.